{
  "formula": "C47H39N3P2Ru",
  "method": "wB97M-V/def2-TZVPD",
  "e_lumo_ev": [-2.191, -3.735],
  "energy_ha": -2756.14590,
  "gap_ev": [7.747, 6.222],
  "de_lowest_kcal_mol": 7.9,
  "multiplicity": 2,
  "largest_force_ev_per_a": 0.7,
  "total_charge": 1,
  "symbols": ["Ru", "N", "P", "C", "C", "C", "C", "C", "C", "C", "C", "C", "C", "C", "C", "C", "C", "C", "C", "C", "N", "H", "H", "H", "H", "H", "H", "H", "H", "H", "H", "H", "H", "H", "H", "H", "C", "C", "C", "C", "C", "C", "P", "C", "C", "C", "C", "C", "C", "C", "C", "C", "C", "C", "C", "H", "H", "H", "H", "H", "H", "H", "H", "H", "H", "H", "H", "H", "H", "C", "C", "C", "C", "C", "C", "N", "C", "C", "C", "C", "C", "C", "H", "H", "H", "H", "H", "H", "H", "H", "H", "H"],
  "xyz": [[-0.14117, -0.28414, 0.48054], [1.47324, -1.15473, 3.06859], [1.86657, -0.14127, 1.73955], [2.30899, 1.40812, 2.56173], [1.44120, 1.90600, 3.53073], [1.66854, 3.15200, 4.09221], [2.75861, 3.90964, 3.68363], [3.62500, 3.41956, 2.71776], [3.40187, 2.17047, 2.15450], [3.46162, -0.85266, 1.26365], [4.53930, -0.83274, 2.15338], [5.72307, -1.47127, 1.82368], [5.84486, -2.12744, 0.60353], [4.77874, -2.14961, -0.28193], [3.58875, -1.51596, 0.04852], [0.19405, -1.57859, 3.27827], [-0.11214, -2.46723, 4.31737], [-1.40936, -2.87414, 4.49372], [-2.39535, -2.39385, 3.63091], [-2.02034, -1.52455, 2.64023], [-0.74727, -1.10286, 2.44813], [2.20082, -1.56969, 3.62982], [0.58041, 1.32458, 3.83958], [0.99304, 3.53565, 4.84518], [2.93347, 4.88373, 4.12101], [4.47657, 4.00768, 2.40206], [4.07692, 1.79345, 1.39614], [4.46161, -0.31044, 3.09976], [6.55405, -1.45301, 2.51638], [6.77341, -2.61898, 0.34542], [4.86876, -2.65931, -1.23230], [2.75620, -1.53913, -0.64101], [0.68293, -2.81918, 4.96108], [-1.65945, -3.55992, 5.29215], [-3.43097, -2.68392, 3.72902], [-2.75313, -1.13328, 1.95257], [-6.32625, 0.59593, 1.60368], [-6.28339, 0.00820, 0.34847], [-5.07347, -0.12561, -0.32189], [-3.89537, 0.32299, 0.26791], [-3.94878, 0.92708, 1.52529], [-5.15656, 1.06156, 2.19008], [-2.26082, 0.24814, -0.54271], [-2.60625, -0.20243, -2.26526], [-2.51405, 0.74950, -3.27477], [-2.75584, 0.39016, -4.59579], [-3.07489, -0.92009, -4.91390], [-3.15814, -1.87886, -3.90974], [-2.92604, -1.52154, -2.59133], [-1.61039, 1.90687, -0.43038], [-2.16712, 3.14412, -0.73710], [-1.43767, 4.28000, -0.43139], [-0.19594, 4.14544, 0.17876], [0.33745, 2.90077, 0.49912], [-0.36966, 1.74128, 0.19189], [-7.27091, 0.70275, 2.12023], [-7.19503, -0.34034, -0.11853], [-5.05453, -0.57341, -1.30616], [-3.04132, 1.32455, 1.97040], [-5.18649, 1.53848, 3.16107], [-2.23844, 1.76862, -3.03776], [-2.68307, 1.13843, -5.37442], [-3.25867, -1.19894, -5.94322], [-3.40373, -2.90404, -4.15357], [-2.99085, -2.27600, -1.81434], [-3.15291, 3.21342, -1.18342], [-1.82960, 5.26401, -0.65177], [0.37192, 5.03695, 0.41907], [1.30411, 2.87166, 0.97514], [0.77269, -4.63027, -2.12746], [1.57060, -3.74334, -2.83766], [1.48820, -2.38014, -2.61243], [0.57999, -1.86051, -1.68035], [-0.21915, -2.76295, -0.96998], [-0.11479, -4.12753, -1.18699], [0.57144, -0.48522, -1.33110], [1.14916, 0.42885, -2.24153], [0.79295, 0.41357, -3.59224], [1.32499, 1.35122, -4.45943], [2.22452, 2.30439, -3.99903], [2.58802, 2.31458, -2.65919], [2.05014, 1.38510, -1.78500], [0.84319, -5.69446, -2.30425], [2.27614, -4.11216, -3.57077], [2.13872, -1.71068, -3.15668], [-0.97213, -2.41829, -0.26411], [-0.75177, -4.79515, -0.62143], [0.08018, -0.31973, -3.94646], [1.03184, 1.33625, -5.50107], [2.64152, 3.03311, -4.68094], [3.28904, 3.05041, -2.28844], [2.33377, 1.39031, -0.74267]]
}

{
  "formula": "C4H5NO",
  "method": "wB97M-V/def2-TZVPD",
  "e_lumo_ev": [0.954, -2.533],
  "energy_ha": -285.18210,
  "gap_ev": [6.656, 7.680],
  "de_lowest_kcal_mol": 39.0,
  "multiplicity": 3,
  "largest_force_ev_per_a": 11.2,
  "total_charge": 0,
  "symbols": ["C", "C", "C", "C", "N", "O", "H", "H", "H", "H", "H"],
  "xyz": [[0.16737, -1.15205, -0.38145], [-0.52037, -0.32875, -1.15791], [0.55499, -0.22910, 1.00425], [-0.71700, 0.98598, -0.47492], [1.16028, -0.72708, 1.94707], [-0.05035, 0.93406, 0.79895], [0.83067, -1.98352, -0.63542], [-0.74075, -0.43162, -2.21700], [-0.15394, 1.63902, -1.06150], [-1.69302, 1.42020, -0.50398], [1.16213, -0.12715, 2.68191]]
}

{
  "formula": "C51H127N17O15",
  "method": "wB97M-V/def2-TZVPD",
  "e_lumo_ev": 0.082,
  "energy_ha": -4078.60631,
  "gap_ev": 8.019,
  "de_lowest_kcal_mol": 178.7,
  "largest_force_ev_per_a": 10.6,
  "total_charge": 0,
  "symbols": ["C", "C", "C", "C", "C", "C", "N", "O", "C", "C", "C", "H", "H", "H", "H", "H", "H", "H", "H", "H", "H", "H", "H", "H", "H", "H", "H", "H", "H", "H", "C", "C", "C", "C", "C", "C", "N", "O", "C", "C", "C", "H", "H", "H", "H", "H", "H", "H", "H", "H", "H", "H", "H", "H", "H", "H", "H", "H", "H", "H", "C", "C", "C", "C", "C", "C", "N", "O", "C", "C", "C", "H", "H", "H", "H", "H", "H", "H", "H", "H", "H", "H", "H", "H", "H", "H", "H", "H", "H", "H", "C", "C", "C", "C", "C", "C", "N", "O", "C", "C", "C", "H", "H", "H", "H", "H", "H", "H", "H", "H", "H", "H", "H", "H", "H", "H", "H", "H", "H", "H", "C", "C", "C", "C", "C", "C", "N", "O", "C", "C", "C", "H", "H", "H", "H", "H", "H", "H", "H", "H", "H", "H", "H", "H", "H", "H", "H", "H", "H", "H", "O", "H", "H", "O", "H", "H", "O", "H", "H", "O", "H", "H", "C", "O", "N", "N", "H", "H", "H", "H", "C", "O", "N", "N", "H", "H", "H", "H", "C", "O", "N", "N", "H", "H", "H", "H", "C", "O", "N", "N", "H", "H", "H", "H", "C", "O", "N", "N", "H", "H", "H", "H", "C", "O", "N", "N", "H", "H", "H", "H"],
  "xyz": [[2.61706, -2.07567, -6.27936], [3.15480, -3.20217, -5.32473], [2.63004, -4.54532, -5.79962], [3.24201, -5.83791, -5.34822], [4.69344, -5.76990, -5.43670], [5.31242, -4.50494, -4.86138], [4.63473, -3.26280, -5.35180], [5.19225, -2.16187, -4.92946], [5.38691, -4.67727, -3.23238], [6.79370, -4.64119, -5.43795], [2.54299, -2.86137, -3.89426], [2.74844, -2.32692, -7.33184], [3.13347, -1.12015, -6.18765], [1.56874, -1.79464, -6.17865], [1.56666, -4.61818, -5.57152], [2.58306, -4.49352, -6.88738], [2.87323, -6.71868, -5.87391], [3.10427, -5.95349, -4.27316], [4.89592, -5.81812, -6.50664], [5.11075, -6.62161, -4.89955], [5.42510, -3.63926, -2.90195], [4.50422, -4.99122, -2.67525], [6.35837, -5.05514, -2.91368], [6.92789, -4.70946, -6.51750], [7.31569, -3.75385, -5.07980], [7.49643, -5.38266, -5.05784], [1.45930, -2.96219, -3.83477], [2.81739, -1.87120, -3.53044], [3.03327, -3.50177, -3.16103], [5.74356, -1.90916, -5.67363], [1.20080, 6.40687, 2.73226], [-0.29524, 6.24731, 3.24032], [-0.81215, 4.98805, 2.43823], [-1.88386, 4.32678, 3.25525], [-1.32837, 4.03892, 4.65244], [-1.07123, 5.24727, 5.57163], [-0.19131, 6.11445, 4.75926], [0.23581, 7.27236, 5.36216], [-2.43718, 5.90505, 5.96099], [-0.27729, 4.70212, 6.79762], [-1.18884, 7.41595, 2.75353], [1.30571, 6.10128, 1.69125], [1.88844, 5.73947, 3.25172], [1.56949, 7.41362, 2.92883], [-1.10926, 5.26819, 1.42761], [-0.04069, 4.22390, 2.34326], [-2.24529, 3.47392, 2.68070], [-2.75267, 4.98295, 3.20319], [-0.37568, 3.51072, 4.61382], [-2.09683, 3.44526, 5.14754], [-2.86560, 6.32686, 5.05180], [-3.07511, 5.16591, 6.44559], [-2.32634, 6.76594, 6.62029], [-0.22179, 5.58058, 7.44053], [-0.56663, 3.81079, 7.35431], [0.77096, 4.68164, 6.49953], [-2.23891, 7.19336, 2.94302], [-1.05168, 7.78082, 1.73561], [-0.96203, 8.35575, 3.25695], [1.08281, 7.02726, 5.74180], [-0.44587, 1.72047, -4.76462], [-1.77636, 0.90215, -4.88974], [-1.52981, -0.23565, -5.91295], [-2.67636, -1.31505, -5.94557], [-3.02794, -1.94683, -4.56062], [-3.09388, -0.87739, -3.42103], [-2.02539, 0.19586, -3.63518], [-1.75345, 0.90893, -2.47034], [-4.54102, -0.32617, -3.45629], [-2.82511, -1.67464, -2.06702], [-2.96963, 1.82960, -5.14559], [-0.05268, 2.07398, -5.71779], [0.17274, 0.94613, -4.31094], [-0.52650, 2.56536, -4.08069], [-1.40926, 0.20101, -6.90436], [-0.64845, -0.83515, -5.68513], [-2.51595, -2.13349, -6.64737], [-3.48076, -0.72296, -6.38200], [-2.40180, -2.79614, -4.28724], [-4.05264, -2.30372, -4.66414], [-5.38230, -0.96056, -3.17718], [-4.68656, 0.50767, -2.76954], [-4.80691, 0.19442, -4.37628], [-3.39408, -2.57900, -1.85137], [-1.80155, -2.04601, -2.01689], [-2.94083, -0.99367, -1.22382], [-3.63505, 1.35037, -5.86368], [-2.62076, 2.74675, -5.62017], [-3.62272, 2.09534, -4.31436], [-2.44842, 1.56051, -2.35172], [0.70236, -5.91285, 4.47307], [2.02277, -5.21119, 4.71489], [2.92862, -5.92979, 5.72025], [3.65173, -7.21728, 5.26281], [4.41686, -6.93148, 3.96763], [3.66084, -6.10695, 2.86972], [2.78422, -5.06548, 3.42284], [2.44224, -4.06403, 2.52325], [4.80518, -5.49576, 2.05061], [2.89055, -7.04864, 1.89720], [1.80357, -3.79000, 5.36476], [0.28302, -6.21746, 5.43196], [0.93028, -6.83959, 3.94647], [-0.07735, -5.47975, 3.84652], [3.73886, -5.31125, 6.10626], [2.34186, -6.12655, 6.61752], [2.92892, -7.94794, 4.89979], [4.24796, -7.61438, 6.08435], [4.58653, -7.94201, 3.59595], [5.36273, -6.47385, 4.25748], [4.50270, -5.16457, 1.05717], [5.20436, -4.62184, 2.56541], [5.70057, -6.11367, 1.98300], [2.09581, -7.59879, 2.40102], [2.45747, -6.43623, 1.10631], [3.53781, -7.78059, 1.41408], [1.95239, -3.84686, 6.44305], [0.79237, -3.45769, 5.12994], [2.59091, -3.11968, 5.01998], [1.60183, -4.35452, 2.16141], [-5.99584, 3.99509, 1.11869], [-5.46435, 3.05205, 0.02538], [-4.93394, 1.77418, 0.71546], [-6.18485, 0.95395, 1.19102], [-7.10443, 0.56366, 0.07297], [-7.54302, 1.77297, -0.89580], [-6.39009, 2.70524, -1.04338], [-6.66244, 3.82625, -1.95723], [-7.80567, 1.23012, -2.28875], [-8.86519, 2.39947, -0.37331], [-4.17767, 3.69165, -0.54657], [-7.00236, 3.76530, 1.46826], [-6.21584, 4.99989, 0.75805], [-5.39136, 4.16928, 2.00883], [-4.20562, 1.26159, 0.08706], [-4.35632, 2.09032, 1.58409], [-6.72128, 1.59682, 1.88891], [-5.73285, 0.05940, 1.61948], [-7.98780, 0.19619, 0.59519], [-6.62536, -0.23447, -0.49411], [-8.17547, 1.94116, -3.02750], [-6.91670, 0.76855, -2.71863], [-8.40578, 0.32306, -2.21664], [-8.81737, 2.52492, 0.70839], [-9.00302, 3.42845, -0.70543], [-9.76835, 1.81544, -0.55029], [-3.51203, 3.86260, 0.29948], [-4.47391, 4.66024, -0.94927], [-3.74844, 3.10358, -1.35777], [-6.24393, 3.61471, -2.79490], [2.73311, 0.38012, -1.35893], [2.25787, -0.35360, -0.96901], [2.09837, 1.09643, -1.37380], [-0.38016, 0.84871, 3.82664], [0.11884, 0.77188, 3.01342], [0.22403, 1.26644, 4.44040], [0.54272, 2.12821, -1.05175], [0.38475, 2.96492, -1.48900], [0.03537, 1.49349, -1.55767], [-0.24605, -0.37387, -0.14030], [-0.97207, -0.19260, -0.73718], [0.09127, 0.49003, 0.09663], [0.35324, 5.45126, -2.17733], [-0.43404, 4.55139, -2.11729], [0.05137, 6.64842, -1.84968], [1.59716, 5.34318, -2.43122], [0.68616, 7.43243, -1.79999], [-0.93488, 6.78430, -1.67949], [1.92012, 4.39701, -2.57460], [2.27142, 6.09429, -2.46742], [-3.27389, -0.70579, 4.92243], [-4.14101, -1.35883, 5.40136], [-3.01532, 0.43683, 5.41014], [-2.37106, -1.04249, 4.05087], [-3.58765, 0.81003, 6.15395], [-2.17885, 0.91962, 5.11463], [-2.33336, -2.00777, 3.75607], [-1.67746, -0.35183, 3.80184], [-0.04967, -4.09108, 0.15164], [-0.04116, -5.31033, 0.24452], [0.62184, -3.37221, -0.70013], [-0.78671, -3.30879, 0.86603], [1.12292, -3.90391, -1.39750], [0.32797, -2.42996, -0.91436], [-1.34752, -3.63660, 1.63941], [-0.51935, -2.33669, 0.92642], [4.50913, 3.35655, -1.40898], [3.72015, 3.31268, -2.35492], [5.51033, 4.19951, -1.29791], [4.63276, 2.43322, -0.62829], [6.27949, 3.85918, -0.73874], [5.59402, 4.74003, -2.14699], [5.27057, 2.32234, 0.14695], [4.01550, 1.65422, -0.80785], [4.65496, -1.36390, 1.39136], [5.15618, -0.28371, 1.29554], [4.04044, -1.97033, 0.41285], [4.18332, -1.85665, 2.50798], [3.12119, -2.28749, 0.68578], [4.21563, -1.65081, -0.52913], [4.33214, -1.43012, 3.41132], [4.01276, -2.84389, 2.38004], [2.20636, 2.30970, 2.08332], [1.24951, 1.59191, 2.19464], [2.09727, 3.46399, 1.37882], [3.35496, 2.06775, 2.46029], [2.79575, 4.17025, 1.19599], [1.21576, 3.27369, 0.92404], [3.47831, 1.25318, 3.04455], [4.16126, 2.67044, 2.37821]]
}

The following molecular weight values (in g/mol) correspond, in order, to the records above: 808.9; 83.1; 1218.7.